Here is C23H21N6O6SSr as an isolated structure from the OMol25 dataset. Energies are from wB97M-V/def2-TZVPD.

The value obtained for the molecular weight is 597.1 g/mol. As for the HOMO energy: -5.91 eV. Its total energy is -57096.457 eV. The calculation puts the HOMO-LUMO gap at 8.355 eV.

Structure (ORCA input):
```
! wB97M-V def2-TZVPD RIJCOSX def2/J DEFGRID3
* xyz -1 1
Sr -1.605 -0.861 0.226
O -3.881 -2.665 3.694
C -3.448 -1.908 2.827
O -3.179 -2.138 1.616
C -3.174 -0.463 3.300
C -3.774 0.003 4.496
C -3.517 1.270 4.912
C -2.647 2.095 4.158
C -2.324 3.422 4.527
C -1.478 4.168 3.759
C -0.919 3.620 2.583
C -1.214 2.343 2.203
C -2.085 1.548 2.986
N -2.362 0.274 2.581
H -4.412 -0.678 5.038
H -3.963 1.666 5.818
H -2.759 3.835 5.430
H -1.234 5.183 4.045
H -0.256 4.221 1.973
H -0.803 1.923 1.294
N -1.571 2.304 -3.800
C -2.832 1.608 -4.042
C -3.747 1.485 -2.818
C -3.058 0.677 -1.735
O -2.788 -0.527 -2.002
O -2.746 1.233 -0.647
H -0.937 1.722 -3.257
H -1.736 3.138 -3.247
H -2.600 0.601 -4.393
H -3.370 2.118 -4.847
H -4.663 0.963 -3.107
H -4.006 2.472 -2.430
N 7.058 -2.773 0.543
C 5.689 -2.508 0.429
C 4.841 -3.433 -0.180
C 3.482 -3.190 -0.263
C 2.964 -2.024 0.277
C 3.792 -1.100 0.898
C 5.151 -1.341 0.972
S 1.247 -1.673 0.153
O 0.820 -1.078 1.415
O 0.531 -2.897 -0.165
N 0.966 -0.540 -0.909
C 1.271 -0.695 -2.227
N 0.722 0.224 -3.047
C 0.956 0.093 -4.342
C 1.739 -0.925 -4.869
C 2.251 -1.819 -3.946
N 2.027 -1.728 -2.643
H 7.419 -3.402 -0.157
H 7.634 -1.952 0.640
H 5.260 -4.344 -0.591
H 2.813 -3.886 -0.747
H 3.356 -0.204 1.320
H 5.807 -0.628 1.460
H 0.492 0.843 -4.976
H 1.925 -1.018 -5.929
H 2.875 -2.652 -4.259
*
```

Atom charges from the Mulliken analysis, given in e for atoms 1 to 4: 1.90, -0.73, 0.35, -0.83

---

Here is a 2-piece molecular cluster, C23H21O overall in a non-equilibrium geometry from the OMol25 dataset. Energies are from wB97M-V/def2-TZVPD.

The value obtained for the molecular weight is 313.4 g/mol. As for the HOMO energy: -11.24 eV. Its total energy is -26231.522 eV. The calculation puts the HOMO-LUMO gap at 5.235 eV.

Structure (ORCA input):
```
! wB97M-V def2-TZVPD RIJCOSX def2/J DEFGRID3
* xyz 1 1
C 5.211 1.528 -2.219
C 3.770 1.268 -2.610
O 3.269 0.039 -2.093
C 1.932 -0.143 -2.399
C 1.177 -1.120 -1.908
H 5.581 2.471 -2.625
H 5.321 1.566 -1.135
H 5.864 0.734 -2.580
H 3.112 2.064 -2.242
H 3.655 1.235 -3.699
H 1.493 0.568 -3.084
H 0.139 -1.222 -2.157
H 1.596 -1.835 -1.231
C -1.258 -0.458 0.901
C -1.396 -1.901 1.023
C -1.734 -2.695 -0.086
C -1.912 -4.053 0.039
C -1.756 -4.662 1.269
C -1.415 -3.907 2.376
C -1.226 -2.550 2.259
C -0.394 0.400 1.677
C -0.622 1.743 1.297
C 0.064 2.788 1.903
C 0.986 2.498 2.887
C 1.254 1.179 3.243
C 0.588 0.131 2.643
C -1.634 1.744 0.261
C -2.022 0.403 0.030
C -3.057 0.148 -0.880
C -3.645 1.201 -1.548
C -3.234 2.512 -1.329
C -2.234 2.794 -0.421
H -1.818 -2.231 -1.052
H -2.178 -4.640 -0.825
H -1.910 -5.724 1.367
H -1.293 -4.384 3.336
H -1.016 -1.964 3.136
H -0.123 3.801 1.592
H 1.505 3.304 3.380
H 2.009 0.977 3.984
H 0.843 -0.886 2.883
H -3.420 -0.853 -1.024
H -4.437 1.006 -2.252
H -3.716 3.321 -1.854
H -1.922 3.806 -0.230
*
```

Atom charges from the Mulliken analysis, given in e for atoms 1 to 4: -1.24, -0.17, -0.38, 0.09

---

Here is C23H22AuN6OSeSi as an isolated structure in a non-equilibrium geometry from the OMol25 dataset. Energies are from wB97M-V/def2-TZVPD.

The value obtained for the molecular weight is 702.5 g/mol. As for the HOMO energy (alpha / beta): -4.06 / -4.06 eV. Its total energy is -112109.169 eV. The calculation puts the HOMO-LUMO gap (alpha / beta) at 5.139 / 5.138 eV.

Structure (ORCA input):
```
! wB97M-V def2-TZVPD RIJCOSX def2/J DEFGRID3
* xyz -1 1
Au 0.405 -0.730 -0.622
C -0.863 -1.014 2.905
C 0.608 -1.234 2.692
C 1.447 -1.718 3.674
C 2.815 -1.876 3.370
C 3.292 -1.584 2.122
C 2.385 -1.114 1.133
N 1.094 -0.893 1.492
N 2.619 -0.938 -0.178
Si 3.518 0.424 -0.758
C 2.836 1.134 -2.335
C 5.306 -0.090 -1.078
C 3.540 1.762 0.569
H -1.037 -0.336 3.742
H -1.372 -1.954 3.130
H -1.295 -0.576 2.006
H 1.047 -1.961 4.649
H 3.488 -2.260 4.128
H 4.322 -1.750 1.834
H 2.756 0.352 -3.092
H 3.476 1.945 -2.699
H 1.820 1.504 -2.196
H 5.316 -0.873 -1.840
H 5.777 -0.493 -0.178
H 5.918 0.743 -1.435
H 2.520 2.070 0.812
H 4.081 2.639 0.200
H 4.021 1.427 1.491
Se 0.623 -6.048 -1.258
N -1.143 -6.274 -1.269
C -1.651 -5.079 -1.051
C -3.048 -4.780 -0.959
C -3.393 -3.497 -0.716
C -2.378 -2.487 -0.567
N -1.106 -2.702 -0.646
C -0.709 -3.993 -0.880
N 0.564 -4.314 -0.948
H -3.770 -5.576 -1.086
H -4.428 -3.190 -0.637
H -2.670 -1.451 -0.409
O 0.388 -0.841 -2.591
N -5.656 7.378 -0.830
C -4.993 6.437 -0.808
C -4.170 5.262 -0.782
C -2.849 5.316 -1.229
C -2.062 4.183 -1.200
C -2.564 2.963 -0.724
C -3.894 2.928 -0.281
C -4.687 4.056 -0.307
C -1.742 1.801 -0.694
C -1.013 0.831 -0.644
H -2.451 6.252 -1.599
H -1.039 4.215 -1.548
H -4.289 1.990 0.086
H -5.712 4.017 0.038
*
```

Atom charges from the Mulliken analysis, given in e for atoms 1 to 4: 1.89, -1.11, 0.46, -0.68

---

Here is C23H22Br2CsN6O2S4 as an isolated structure in a non-equilibrium geometry from the OMol25 dataset. Energies are from wB97M-V/def2-TZVPD.

The value obtained for the molecular weight is 835.5 g/mol. As for the HOMO energy: -4.59 eV. Its total energy is -221221.068 eV. The calculation puts the HOMO-LUMO gap at 6.302 eV.

Structure (ORCA input):
```
! wB97M-V def2-TZVPD RIJCOSX def2/J DEFGRID3
* xyz -1 1
Cs -1.547 -1.528 -0.218
Br -4.660 -5.812 0.389
C -3.971 -4.862 1.886
C -4.275 -5.290 3.159
C -3.778 -4.595 4.239
Br -4.236 -5.220 5.990
C -2.967 -3.463 4.080
C -2.422 -2.703 5.137
C -1.642 -1.615 4.857
C -1.405 -1.281 3.518
N -1.896 -1.961 2.513
C -2.661 -3.032 2.752
C -3.170 -3.738 1.582
O -2.921 -3.378 0.411
H -4.897 -6.162 3.313
H -2.617 -2.979 6.165
H -1.210 -1.018 5.645
H -0.789 -0.424 3.267
C -4.748 3.226 -0.008
N -4.570 2.527 -1.264
C -5.219 2.989 -2.468
C -3.777 1.445 -1.279
O -3.175 1.023 -0.316
H -5.400 4.083 -0.149
H -3.783 3.562 0.377
H -5.184 2.557 0.736
H -5.801 3.880 -2.248
H -5.888 2.226 -2.871
H -4.482 3.237 -3.236
H -3.720 0.971 -2.275
S 7.030 0.038 1.502
C 5.480 -0.044 0.951
S 4.547 -1.528 1.003
C 3.211 -0.679 0.103
N 3.521 0.550 -0.118
N 4.742 0.927 0.351
C 5.077 2.268 0.112
C 4.277 2.974 -0.791
C 4.531 4.302 -1.060
C 5.583 4.954 -0.439
C 6.371 4.259 0.460
C 6.127 2.929 0.745
S 1.847 -1.466 -0.408
H 3.453 2.462 -1.262
H 3.899 4.831 -1.758
H 5.783 5.994 -0.653
H 7.191 4.756 0.955
H 6.752 2.411 1.453
S -1.500 -1.344 -3.662
C 0.140 -1.198 -3.734
N 0.794 -0.024 -3.829
C 2.231 -0.192 -3.768
C 2.395 -1.723 -3.777
N 1.028 -2.203 -3.854
H 0.338 0.845 -3.615
H 2.642 0.249 -2.856
H 2.696 0.278 -4.639
H 2.879 -2.074 -2.862
H 2.961 -2.073 -4.644
H 0.788 -3.145 -3.587
*
```

Atom charges from the Mulliken analysis, given in e for atoms 1 to 4: 1.34, -0.22, -0.13, -0.43

---

Here is C23H22Br3F3O3 as an isolated structure in a non-equilibrium geometry from the OMol25 dataset. Energies are from wB97M-V/def2-TZVPD.

The value obtained for the molecular weight is 643.1 g/mol. As for the HOMO energy: -7.03 eV. Its total energy is -248607.536 eV. The calculation puts the HOMO-LUMO gap at 6.399 eV.

Structure (ORCA input):
```
! wB97M-V def2-TZVPD RIJCOSX def2/J DEFGRID3
* xyz 0 1
C -0.796 2.214 -2.939
C -1.067 0.778 -3.434
C 0.128 0.144 -4.129
O 0.112 -1.195 -3.599
C -0.430 -1.202 -2.441
O -0.441 -2.169 -1.672
O -1.029 -0.033 -2.234
H -1.190 2.917 -3.673
H 0.230 2.573 -2.872
H -1.238 2.603 -2.021
H -2.033 0.601 -3.907
H 1.043 0.713 -3.962
H -0.033 0.353 -5.187
F -6.699 1.556 1.407
C -6.127 0.423 1.022
C -5.221 0.446 -0.026
C -4.631 -0.708 -0.571
C -4.865 -1.941 0.097
C -5.731 -1.968 1.201
C -6.421 -0.843 1.593
H -4.961 1.427 -0.394
H -3.962 -0.740 -1.419
H -4.524 -2.924 -0.193
H -5.821 -3.007 1.481
H -7.186 -0.898 2.353
F -8.297 -0.923 -6.795
C -7.248 -0.358 -6.168
C -6.812 0.917 -6.475
C -5.682 1.485 -5.913
C -4.971 0.803 -5.006
C -5.224 -0.541 -4.743
C -6.417 -1.117 -5.297
H -7.406 1.562 -7.105
H -5.417 2.464 -6.284
H -4.070 1.210 -4.571
H -4.693 -1.161 -4.035
H -6.680 -2.148 -5.112
F 2.116 -5.936 -6.272
C 1.025 -5.381 -5.671
C -0.210 -5.468 -6.245
C -1.283 -4.815 -5.645
C -1.075 -4.026 -4.553
C 0.126 -3.935 -3.947
C 1.195 -4.659 -4.461
H -0.363 -6.087 -7.117
H -2.201 -4.750 -6.211
H -1.846 -3.479 -4.032
H 0.136 -3.469 -2.973
H 2.126 -4.475 -3.946
C -3.435 -1.816 -2.902
Br -3.056 -0.514 -4.337
Br -2.440 -1.320 -1.277
Br -3.106 -3.627 -3.518
H -4.506 -1.727 -2.715
*
```

Atom charges from the Mulliken analysis, given in e for atoms 1 to 4: -1.52, 1.46, -0.70, -0.22